337
Properties=species:S:1:pos:R:3:mulliken_charge:R:1 method="wB97M-V/def2-TZVPD" lumo_ev=0.46 total_energy_ha=-5599.9133 gap_ev=8.55 e_homo_ev=-8.1 spin_multiplicity=1
C 8.19337 -31.60800 -2.55633 -1.29
C 9.17286 -31.09213 -1.51796 1.57
C 9.77458 -29.75021 -1.93986 -0.64
O 10.65541 -29.24112 -0.99402 0.19
C 11.31890 -28.12522 -1.53827 -0.13
N 8.38879 -30.92252 -0.31702 1.19
H 8.65919 -31.82357 -3.54272 0.50
H 7.36045 -31.02641 -2.73122 -0.09
H 7.75940 -32.61043 -2.29451 0.29
H 9.95293 -31.80333 -1.40416 -0.32
H 8.86942 -29.02516 -2.05803 -0.33
H 10.25951 -29.86279 -2.94131 0.34
H 11.94083 -28.39231 -2.41808 0.35
H 12.09075 -27.79491 -0.80651 -0.30
H 10.56977 -27.36127 -1.77347 0.01
H 8.98207 -30.64490 0.47939 -0.76
H 7.97332 -31.79807 -0.04712 -0.49
C 5.59735 -32.52046 1.52948 -0.03
C 4.56247 -31.95888 0.60475 0.36
C 3.70454 -30.90580 1.30977 -0.64
O 3.27345 -31.41919 2.52914 -0.30
C 2.60578 -30.57967 3.36314 -0.86
N 5.13761 -31.43843 -0.71690 -0.40
H 6.47280 -32.96525 1.04887 0.11
H 5.07896 -33.31834 2.14319 0.12
H 6.04920 -31.77299 2.23122 -0.48
H 3.87966 -32.77267 0.14947 0.27
H 2.86694 -30.62231 0.64079 0.33
H 4.35819 -30.05450 1.69182 0.26
H 3.23481 -30.26985 4.17191 0.12
H 1.70410 -31.11566 3.65186 0.38
H 2.20013 -29.72616 2.86658 0.45
H 5.46632 -32.22785 -1.24952 0.28
H 5.89894 -30.81018 -0.57719 -0.08
C 4.73740 -27.10922 -2.06502 -1.48
C 6.13831 -27.50119 -2.52585 1.01
C 6.21972 -28.28616 -3.89520 -0.82
O 6.06210 -29.70775 -3.74939 -0.08
C 5.86461 -30.27387 -5.06506 -0.98
N 7.06611 -26.26740 -2.59341 -0.56
H 4.09121 -27.97833 -1.98989 0.36
H 4.36439 -26.28537 -2.70623 0.35
H 4.82798 -26.59773 -1.08858 0.32
H 6.64679 -28.02568 -1.75970 -0.14
H 7.22066 -28.07358 -4.24828 0.36
H 5.47981 -27.92815 -4.72251 0.33
H 5.70858 -31.34379 -4.87608 0.24
H 6.76263 -30.09502 -5.58772 0.42
H 4.97960 -29.80523 -5.58963 0.32
H 8.04178 -26.52350 -2.58122 0.08
H 6.96742 -25.76425 -3.48208 0.25
C 14.46919 -24.74268 -0.75701 -1.17
C 13.44121 -24.38184 0.28961 0.52
C 13.42867 -25.45504 1.38464 1.07
O 14.56430 -25.35521 2.20523 -0.48
C 14.45735 -25.63640 3.56810 -0.61
N 13.63561 -23.05685 0.97095 -0.78
H 14.78688 -23.97901 -1.41076 0.47
H 14.05109 -25.60230 -1.26831 0.23
H 15.43168 -25.09307 -0.29257 0.08
H 12.40588 -24.37895 -0.14731 -0.07
H 13.39217 -26.48787 0.93548 -0.61
H 12.53612 -25.19649 1.94766 -0.13
H 14.20573 -26.73275 3.85366 0.07
H 13.73238 -24.93302 4.00864 0.39
H 15.43849 -25.39824 3.98080 0.37
H 12.73560 -22.67926 1.25000 0.23
H 14.07506 -23.11679 1.87738 0.37
C 14.64708 -34.68419 -3.11413 -1.41
C 13.53144 -34.24505 -2.11845 0.10
C 13.75625 -32.82473 -1.61704 -0.30
O 14.97301 -32.73913 -0.98053 -0.38
C 15.35441 -31.43172 -0.62317 0.39
N 12.09847 -34.28432 -2.56627 -0.44
H 15.59578 -34.46987 -2.67156 0.33
H 14.49153 -34.07200 -4.01550 0.32
H 14.56105 -35.69865 -3.46112 0.38
H 13.53644 -34.89365 -1.24305 0.29
H 12.94837 -32.62691 -0.89585 -0.06
H 13.64342 -32.08732 -2.35689 0.45
H 14.53130 -30.89471 -0.12564 -0.44
H 15.67591 -30.80918 -1.52382 0.31
H 16.21375 -31.42178 0.08259 -0.02
H 12.08880 -33.89730 -3.46790 0.23
H 11.80794 -35.26000 -2.75891 0.27
C 20.13419 -27.48932 0.76378 -1.72
C 19.08033 -28.58703 0.62676 1.79
C 17.64613 -27.99341 0.50529 -1.05
O 16.64819 -28.96668 0.65432 0.03
C 15.36400 -28.45513 0.83707 0.26
N 19.41604 -29.39787 -0.48558 -0.69
H 21.11101 -27.92073 1.19052 0.42
H 19.75856 -26.81572 1.57001 0.34
H 20.27834 -26.93952 -0.13384 0.45
H 19.14531 -29.21033 1.52429 -0.65
H 17.58761 -27.50378 -0.50679 0.28
H 17.51809 -27.23095 1.33841 0.18
H 14.96334 -28.22499 -0.15844 0.63
H 15.51947 -27.49784 1.40978 0.11
H 14.77217 -29.23407 1.32048 -0.72
H 20.42693 -29.46542 -0.51293 0.30
H 18.96471 -30.31824 -0.53247 0.25
C 2.60142 -27.43701 6.22196 -1.63
C 3.75793 -26.81465 6.94295 1.17
C 5.00438 -26.72111 6.18790 -0.20
O 5.46904 -27.94749 5.69265 -0.10
C 5.80939 -28.84450 6.71714 -0.04
N 3.39081 -25.55769 7.46739 -0.48
H 1.73767 -27.48175 6.86075 0.50
H 2.76856 -28.51528 5.93733 0.04
H 2.30209 -26.85269 5.37574 0.40
H 3.95421 -27.41440 7.89648 -0.45
H 5.74635 -26.22622 6.90466 -0.40
H 4.84726 -26.08467 5.32959 0.70
H 6.25374 -29.72967 6.31476 -0.24
H 4.86292 -29.10960 7.19382 0.64
H 6.56625 -28.38660 7.34507 -0.43
H 2.57975 -25.49312 8.11236 0.28
H 3.11867 -24.93438 6.70339 0.27
C 14.85240 -25.37369 7.65601 -1.21
C 14.97045 -26.89637 7.88935 0.68
C 14.76535 -27.18272 9.38228 -0.87
O 13.47144 -26.80276 9.65001 -0.03
C 12.92052 -26.99311 10.96715 -0.76
N 13.93032 -27.55751 7.04368 -0.04
H 13.95526 -24.88309 8.11281 0.08
H 14.80963 -25.15316 6.59995 0.15
H 15.81726 -24.93692 8.00940 0.50
H 16.02632 -27.15471 7.59414 0.23
H 15.47360 -26.48401 9.92444 0.46
H 14.92333 -28.20614 9.68719 0.35
H 12.02598 -26.33118 11.08101 0.16
H 13.61272 -26.82572 11.78979 0.45
H 12.59508 -28.04706 10.97345 0.12
H 13.68221 -28.44531 7.30834 -0.12
H 13.06400 -27.02404 7.25487 -0.15
C 4.85120 -28.25337 11.89484 -1.52
C 5.92645 -29.26297 11.50613 0.24
C 5.74417 -29.90351 10.12062 0.48
O 6.75465 -30.94524 9.96099 -0.45
C 7.40260 -31.02288 8.77163 0.06
N 7.15215 -28.48740 11.48117 -0.65
H 5.11946 -27.57943 12.68075 0.45
H 3.96490 -28.78004 12.15103 0.47
H 4.73047 -27.68725 10.99845 0.17
H 6.08073 -30.04531 12.22390 0.54
H 5.85644 -29.12501 9.35084 -0.73
H 4.69352 -30.32380 10.05314 0.35
H 8.22984 -31.71835 8.82014 0.13
H 7.87833 -30.03274 8.45924 -0.13
H 6.77165 -31.33856 7.97622 0.21
H 7.88186 -29.17275 11.25736 0.00
H 7.40208 -28.10426 12.36086 0.29
C 8.95207 -24.92616 0.54697 -0.83
C 7.91947 -24.23083 1.50458 0.52
C 8.55101 -23.78033 2.84384 -0.24
O 9.76727 -23.07189 2.39833 -0.33
C 10.61933 -22.62207 3.46880 -0.72
N 7.28082 -22.97198 1.01174 -0.79
H 8.39381 -25.44584 -0.18227 0.40
H 9.36688 -25.75990 1.19328 -0.03
H 9.73332 -24.21778 0.24855 0.23
H 7.12215 -24.97961 1.65666 0.35
H 8.91715 -24.65228 3.49715 -0.29
H 7.97578 -23.13867 3.52953 0.51
H 11.51801 -22.13465 3.11229 0.28
H 10.93800 -23.53491 4.03131 0.14
H 10.15751 -21.98054 4.19348 0.36
H 6.89034 -23.04761 0.06251 0.23
H 7.81982 -22.13463 1.11792 0.22
C 5.78571 -36.40757 0.78750 -1.54
C 7.14638 -36.88846 1.37760 0.22
C 8.14147 -35.76074 1.45402 -0.15
O 8.46118 -35.44926 0.11655 -0.48
C 9.58871 -34.50054 0.07253 -0.12
N 6.90145 -37.54212 2.67285 -0.37
H 5.92247 -35.79894 -0.10573 0.33
H 5.17471 -35.95038 1.55523 0.34
H 5.22786 -37.35284 0.48710 0.41
H 7.54822 -37.62778 0.63768 0.15
H 9.09591 -36.09173 1.97277 0.42
H 7.71491 -34.98629 1.97897 -0.06
H 10.35719 -34.99030 0.64649 0.49
H 9.34440 -33.54578 0.62242 -0.20
H 9.79991 -34.44393 -0.98518 0.09
H 6.10451 -38.12134 2.64887 0.22
H 7.75502 -38.03949 3.04294 0.23
C 11.03124 -31.63800 10.16166 -2.31
C 11.84183 -31.74149 8.86375 2.14
C 13.08509 -30.92405 8.95833 -0.54
C 14.27495 -31.26803 8.14380 2.01
C 14.62389 -32.68156 8.36982 -2.62
C 13.45628 -33.71506 8.11157 1.82
N 12.34808 -33.18187 8.91159 -0.31
O 11.23612 -34.03855 8.78541 0.02
C 13.20116 -33.86035 6.60587 -0.79
C 13.93140 -35.08248 8.60866 -1.79
C 10.94528 -31.45562 7.70931 1.03
H 11.69785 -31.98245 10.95623 0.64
H 10.11918 -32.19545 10.31453 0.05
H 10.74781 -30.64253 10.36734 0.32
H 12.88816 -29.83881 8.83308 -0.64
H 13.38966 -31.08415 10.03563 0.66
H 15.04441 -30.53982 8.45712 0.50
H 14.05396 -31.07002 7.07365 -1.31
H 14.91713 -32.83516 9.43323 0.37
H 15.44093 -32.97687 7.79915 0.67
H 12.34462 -34.57118 6.43952 0.08
H 12.94143 -32.90360 6.25684 -0.20
H 14.12258 -34.19494 6.12922 0.27
H 15.02045 -35.20465 8.33133 0.38
H 13.99375 -35.07501 9.71767 0.47
H 13.36580 -35.94872 8.18466 0.27
H 10.27573 -30.65114 8.05549 -0.43
H 10.25219 -32.29428 7.49053 -0.11
H 11.57485 -31.06205 6.88142 -0.79
H 11.16961 -34.61384 9.51686 0.25
C 6.97473 -24.66398 11.29320 -1.75
C 7.62895 -24.35768 9.92526 1.44
C 8.78780 -23.42227 10.25672 -1.47
C 9.74319 -23.34933 9.02867 -0.98
C 10.43279 -24.66797 8.96414 -0.30
C 9.40300 -25.78165 8.65523 2.09
N 8.31075 -25.64251 9.55541 0.09
O 7.36493 -26.67919 9.24917 1.20
C 9.00360 -25.77186 7.15379 -1.85
C 10.06510 -27.17731 8.96034 -1.09
C 6.73950 -23.63809 8.88278 -1.70
H 6.05608 -25.25444 11.21666 0.21
H 6.80432 -23.71560 11.85349 0.38
H 7.66533 -25.16672 11.98850 0.35
H 8.41116 -22.41430 10.47244 0.53
H 9.24474 -23.80977 11.11379 0.50
H 10.46118 -22.55383 9.11896 0.44
H 9.09201 -23.20836 8.14894 0.42
H 10.94354 -24.76864 9.90269 0.09
H 11.23497 -24.55998 8.18530 -0.01
H 9.84669 -26.01537 6.58665 0.99
H 8.18174 -26.51882 6.97601 -0.52
H 8.48770 -24.88959 6.79787 0.38
H 10.81280 -27.41771 8.18723 0.02
H 10.64920 -27.09959 9.84402 0.14
H 9.40376 -28.02516 9.00546 -0.61
H 6.51778 -22.65242 9.31869 0.37
H 5.82477 -24.17654 8.85472 0.35
H 7.18405 -23.53106 7.92046 0.39
H 7.28938 -27.21661 10.07026 -0.14
C 17.45239 -29.46252 4.09005 -2.50
C 17.18922 -30.64923 5.11180 2.49
C 15.79988 -31.20814 4.96243 -0.50
C 15.62204 -32.00155 3.66318 0.27
C 16.60451 -33.21304 3.62887 -1.35
C 18.04879 -32.71003 3.77555 1.56
N 18.15051 -31.83111 4.97241 -0.02
O 19.47270 -31.36524 5.04306 -0.48
C 18.96975 -33.98163 4.07978 -1.96
C 18.61151 -32.06125 2.50670 -1.07
C 17.45146 -30.06305 6.46031 -1.12
H 18.46180 -29.39652 3.82448 0.67
H 17.29030 -28.52527 4.55058 0.73
H 16.90152 -29.39821 3.10141 -0.02
H 15.48862 -32.06833 5.67916 -1.29
H 15.08443 -30.42810 5.02392 1.44
H 15.79081 -31.34333 2.79759 -0.67
H 14.55588 -32.27480 3.50672 0.45
H 16.50377 -33.87048 2.72169 0.49
H 16.33685 -33.79993 4.55694 0.11
H 19.99186 -33.67421 3.81597 0.43
H 18.92362 -34.25368 5.14423 0.38
H 18.63714 -34.74900 3.41984 0.45
H 17.78758 -31.42677 2.11224 -0.30
H 19.51641 -31.45380 2.70750 0.34
H 18.81779 -32.84131 1.74611 0.51
H 16.53908 -29.51311 6.77562 -0.49
H 18.33714 -29.37843 6.42211 0.45
H 17.65648 -30.84894 7.21337 0.47
H 19.77084 -31.60923 5.91551 0.36
C 6.39083 -37.06634 8.08746 -1.85
C 7.63489 -36.20774 8.00080 1.21
C 8.79931 -36.87623 7.24147 -0.26
C 8.55092 -36.97813 5.74793 -0.96
C 8.23854 -35.61257 5.18059 0.61
C 7.11667 -34.90195 5.91099 2.05
N 7.39694 -34.92858 7.36544 1.45
O 6.35435 -34.15706 8.04321 -0.56
C 7.13193 -33.37635 5.48161 -1.41
C 5.63419 -35.39049 5.59864 -1.48
C 8.10643 -35.91836 9.45070 -1.62
H 5.57430 -36.45822 8.52043 0.30
H 6.50078 -38.02173 8.51745 0.50
H 6.03352 -37.36865 7.05858 0.25
H 9.67598 -36.15587 7.42634 -0.53
H 9.13423 -37.84685 7.62858 0.59
H 7.70452 -37.64526 5.61125 0.32
H 9.37704 -37.51250 5.26766 0.49
H 8.11246 -35.62155 4.12681 -1.01
H 9.08684 -34.89812 5.30981 -0.04
H 7.06666 -33.24505 4.34650 -0.11
H 6.31894 -32.90400 6.00067 0.80
H 8.08090 -32.95980 5.93700 -0.62
H 5.54935 -36.43610 5.27564 0.28
H 5.01278 -35.23607 6.45656 0.32
H 5.31568 -34.81440 4.74876 0.24
H 8.23065 -36.84774 9.96560 0.51
H 7.32617 -35.33786 10.01373 0.39
H 9.09245 -35.35747 9.36959 -0.14
H 6.88127 -33.57061 8.58445 0.23
C 11.91341 -31.11039 1.63973 0.29
C 11.39939 -30.18474 2.70672 3.48
C 11.68294 -28.74482 2.47215 -0.08
C 10.85812 -27.81162 3.46857 0.53
C 9.35386 -27.99410 3.53557 -1.19
C 9.02934 -29.51700 3.68876 3.03
N 9.89905 -30.28750 2.75271 0.47
O 9.56297 -31.67770 2.90513 0.53
C 9.17219 -29.85879 5.20526 -0.13
C 7.59229 -29.64043 3.21081 -1.56
C 11.94225 -30.60142 4.07539 -0.25
H 12.62886 -30.53175 1.05749 -0.96
H 11.14407 -31.43927 0.98043 -0.95
H 12.44077 -31.97408 2.09907 0.19
H 12.71894 -28.53395 2.54042 0.04
H 11.38882 -28.52106 1.43982 -0.83
H 11.14824 -26.79139 3.22985 0.40
H 11.30860 -28.09246 4.50533 -0.88
H 8.96599 -27.66442 2.57779 0.26
H 8.90590 -27.36959 4.35859 -0.37
H 8.48420 -29.34664 5.83275 -0.12
H 8.82136 -30.88919 5.35189 -0.70
H 10.13177 -29.63198 5.56877 0.12
H 6.89268 -28.93490 3.64320 0.34
H 7.52311 -29.50197 2.08993 0.54
H 7.24566 -30.68404 3.42626 -0.77
H 11.52607 -31.52884 4.46734 0.13
H 11.81644 -29.94883 4.94962 -0.89
H 12.99794 -30.72765 3.98422 -0.32
H 9.43705 -31.86693 3.87676 -0.30

27
Properties=species:S:1:pos:R:3:mulliken_charge:R:1 method="wB97M-V/def2-TZVPD" s_squared=1.7815 total_charge=+2 lumo_ev="-10.33 / -12.80" total_energy_ha=-1800.3020 gap_ev="4.76 / 2.30" e_homo_ev="-15.1 / -15.1" spin_multiplicity=2
Al -2.35171 -1.82746 -1.94398 1.05
O -2.39466 -2.45207 0.95810 -0.66
C -2.77922 -1.98483 2.01431 0.60
O -2.27540 -0.91736 2.59349 -0.52
B -3.09303 -0.49208 3.79228 0.85
O -4.03275 -1.60739 3.91111 -0.44
C -3.81089 -2.56906 2.97620 0.58
O -4.43345 -3.58072 2.81968 -0.48
O -3.68831 0.74580 3.35953 -0.36
C -3.46044 1.69198 4.21589 0.67
O -3.82885 2.85993 4.18897 -0.31
C -2.54103 1.08537 5.33967 0.63
O -2.28172 -0.17757 4.99029 -0.28
O -2.12690 1.72347 6.26561 -0.28
O 0.34534 1.62201 -5.00062 -0.17
C 1.24415 1.09198 -4.40357 0.71
O 2.47644 1.44999 -4.33515 -0.29
B 3.31197 0.51690 -3.49263 0.67
O 2.31575 -0.42802 -2.95729 -0.31
C 1.15762 -0.23106 -3.48606 0.62
O 0.10153 -0.82690 -3.21414 -0.45
O 4.47874 -0.13786 -4.14729 -0.29
C 5.65509 0.29190 -3.70156 0.66
O 6.75355 -0.02583 -4.16913 -0.26
C 5.27924 1.14780 -2.44289 0.67
O 3.98826 1.23541 -2.43657 -0.38
O 5.99071 1.79570 -1.69437 -0.23

26
Properties=species:S:1:pos:R:3:mulliken_charge:R:1 method="wB97M-V/def2-TZVPD" smiles=FC(F)(F)C(F)(F)C(F)(F)C(F)(F)C(F)(F)C(F)(F)C(F)(F)C(F)(F)Br lumo_ev=0.36 total_energy_ha=-4576.6008 gap_ev=11.93 e_homo_ev=-11.6 spin_multiplicity=1
F 4.49108 -0.26467 1.67760 -0.25
C 3.58918 0.70049 1.78310 0.63
F 2.63864 0.28912 2.61732 -0.22
F 4.17021 1.76477 2.31296 -0.25
C 3.00505 1.04559 0.37531 0.63
F 4.02560 1.07334 -0.49749 -0.30
F 2.47321 2.27631 0.39304 -0.26
C 1.96095 0.00768 -0.15158 0.65
F 2.47916 -1.22503 -0.03686 -0.29
F 1.79292 0.23975 -1.46179 -0.31
C 0.57439 0.02322 0.59180 0.70
F 0.54307 -1.00320 1.45084 -0.31
F 0.43025 1.14703 1.30902 -0.32
C -0.62401 -0.08953 -0.40776 0.40
F -0.67618 1.03107 -1.14223 -0.27
F -0.41286 -1.11716 -1.24634 -0.28
C -1.98773 -0.31505 0.32060 0.72
F -2.10377 0.55929 1.33202 -0.29
F -1.99656 -1.54478 0.85722 -0.29
C -3.25345 -0.14355 -0.58539 0.43
F -3.30396 1.11742 -1.04133 -0.24
F -4.32174 -0.30799 0.21436 -0.32
C -3.38746 -1.14209 -1.77649 0.53
F -2.81764 -2.31230 -1.48780 -0.21
F -4.67925 -1.37551 -1.99272 -0.22
Br -2.60910 -0.43422 -3.40742 -0.09